1.
Below is 10 unconnected molecules or ions with the total composition C23H69N3O14, with properties calculated with ωB97M-V/def2-TZVPD.

Calculated values
HOMO energy, eV: -9.2
Orbital gap, eV: 9.41
Energy above the lowest of the compared OMol25 structures with the same formula, charge and spin, kcal/mol: 49.9
SMILES: COC[C@H](C)N.COC[C@H](C)N.COC[C@H](C)N.OCCO.OCCO.OCCO.OCCO.CO.CO.CO

ORCA input file:
```
! RIJCOSX wB97M-V def2-TZVPD def2/J DEFGRID3
* xyz 0 1
C 3.483 -9.046 7.026
O 4.134 -7.786 7.233
C 3.415 -6.644 7.006
C 2.897 -6.306 5.573
C 4.025 -6.537 4.503
N 2.470 -4.940 5.485
H 2.942 -9.120 6.083
H 2.860 -9.252 7.897
H 4.317 -9.746 6.979
H 2.534 -6.566 7.643
H 3.988 -5.832 7.453
H 2.074 -6.986 5.358
H 3.730 -6.156 3.525
H 4.344 -7.575 4.400
H 4.900 -5.947 4.775
H 3.252 -4.406 5.835
H 1.751 -4.745 6.167
C -1.406 -14.282 10.015
O -0.394 -13.354 10.397
C 0.839 -13.465 9.618
C 1.731 -12.293 10.039
C 1.243 -10.942 9.447
N 3.123 -12.503 9.639
H -1.242 -15.160 10.640
H -1.344 -14.482 8.946
H -2.358 -13.819 10.275
H 1.303 -14.433 9.811
H 0.752 -13.417 8.532
H 1.781 -12.233 11.126
H 0.245 -10.639 9.762
H 1.176 -11.089 8.369
H 1.958 -10.152 9.679
H 3.536 -11.601 9.826
H 3.078 -12.531 8.630
C 1.300 -13.548 4.901
O 0.012 -13.528 4.154
C 0.226 -13.192 2.770
C -1.091 -13.429 2.036
C -1.653 -14.825 2.208
N -0.925 -13.172 0.634
H 1.984 -14.270 4.455
H 1.141 -13.861 5.932
H 1.752 -12.557 4.859
H 0.558 -12.174 2.565
H 0.973 -13.859 2.339
H -1.771 -12.687 2.454
H -2.713 -14.933 1.979
H -1.619 -15.072 3.269
H -1.039 -15.569 1.701
H -0.248 -12.433 0.511
H -0.395 -13.944 0.256
O 7.219 -16.175 3.801
C 6.008 -15.529 4.262
C 4.950 -15.251 3.199
O 5.320 -14.266 2.261
H 7.920 -15.555 4.016
H 5.614 -16.142 5.072
H 6.148 -14.571 4.764
H 4.047 -14.956 3.734
H 4.764 -16.163 2.631
H 5.610 -14.673 1.441
O 5.202 -9.830 1.588
C 5.641 -10.754 2.646
C 4.375 -11.363 3.190
O 4.709 -12.328 4.146
H 6.038 -9.433 1.333
H 6.291 -11.535 2.253
H 6.259 -10.270 3.403
H 3.638 -11.670 2.448
H 3.880 -10.549 3.720
H 5.098 -13.006 3.589
O 4.713 -14.816 10.150
C 4.849 -14.705 11.516
C 4.857 -16.061 12.192
O 6.023 -16.726 11.841
H 4.000 -14.225 9.895
H 5.758 -14.127 11.680
H 4.065 -14.097 11.967
H 4.099 -16.696 11.733
H 4.768 -15.984 13.276
H 6.722 -16.192 12.227
O 8.540 -12.624 6.397
C 9.018 -13.269 7.611
C 10.548 -13.040 7.825
O 10.731 -11.744 8.369
H 7.872 -13.211 6.036
H 8.398 -12.924 8.439
H 8.711 -14.312 7.536
H 11.086 -12.961 6.881
H 10.934 -13.798 8.506
H 11.654 -11.633 8.610
C 7.024 -10.164 9.248
O 6.830 -11.193 10.163
H 7.635 -10.528 8.422
H 6.077 -9.813 8.836
H 7.575 -9.367 9.747
H 7.663 -11.535 10.496
C 3.083 -15.516 7.068
O 2.237 -16.557 6.604
H 2.530 -14.661 7.457
H 3.649 -15.926 7.905
H 3.635 -15.230 6.172
H 1.654 -16.831 7.316
C 5.385 -12.436 7.311
O 4.021 -12.577 6.885
H 5.968 -13.297 6.984
H 5.822 -11.497 6.970
H 5.478 -12.543 8.391
H 4.157 -12.417 5.948
*
```

***

2.
Below is a molecular structure, C27H37BFN11O4PtSi, with properties calculated with ωB97M-V/def2-TZVPD.

Calculated values
HOMO energy, eV: -9.0
Orbital gap, eV: 8.55
Energy above the lowest of the compared OMol25 structures with the same formula, charge and spin, kcal/mol: 0.0

ORCA input file:
```
! RIJCOSX wB97M-V def2-TZVPD def2/J DEFGRID3
* xyz 0 1
Pt 0.439 0.156 0.246
C 2.715 2.187 2.256
C 3.116 0.866 1.710
C 4.333 0.200 1.879
C 4.243 -0.957 1.127
C 5.250 -2.042 0.944
N 3.038 -0.995 0.538
N 2.353 0.139 0.903
B 2.475 -2.093 -0.486
N 2.042 -1.343 -1.768
N 1.645 -0.053 -1.577
C 1.875 0.593 -2.738
C 1.928 2.073 -2.974
C 2.308 -0.328 -3.690
C 2.429 -1.535 -3.030
C 2.908 -2.854 -3.531
N 1.290 -2.778 0.146
N 0.565 -2.009 0.966
C -0.344 -2.794 1.552
C -1.304 -2.305 2.585
C -0.171 -4.105 1.093
C 0.887 -4.056 0.207
C 1.495 -5.132 -0.628
H 3.586 2.838 2.300
H 2.302 2.101 3.262
H 1.968 2.652 1.622
H 5.168 0.526 2.475
H 6.099 -1.864 1.602
H 5.612 -2.076 -0.084
H 4.827 -3.018 1.179
H 3.329 -2.887 -0.751
H 1.978 2.649 -2.060
H 1.096 2.431 -3.581
H 2.848 2.282 -3.521
H 2.589 -0.117 -4.708
H 3.283 -2.751 -4.546
H 2.093 -3.579 -3.538
H 3.704 -3.256 -2.904
H -1.484 -1.240 2.481
H -0.895 -2.484 3.582
H -2.251 -2.832 2.497
H -0.739 -4.974 1.381
H 1.211 -6.108 -0.240
H 2.583 -5.066 -0.640
H 1.146 -5.065 -1.660
C -0.133 4.359 1.138
Si -1.246 3.251 0.124
C -2.729 2.674 1.103
C -1.858 4.240 -1.346
C -0.190 1.905 -0.694
H -0.716 5.038 1.765
H 0.500 4.963 0.482
H 0.520 3.802 1.806
H -3.637 3.055 0.633
H -2.711 3.082 2.114
H -2.797 1.587 1.170
H -2.552 5.020 -1.026
H -2.392 3.604 -2.058
H -1.033 4.723 -1.877
H 0.675 2.427 -1.066
H -0.701 1.446 -1.540
F -5.826 2.420 -1.181
C -5.408 1.270 -0.649
C -4.617 0.436 -1.317
N -4.207 -0.776 -0.790
C -3.146 -1.502 -1.461
C -1.714 -1.036 -1.247
O -0.865 -1.406 -2.034
O -1.507 -0.298 -0.187
C -4.537 -1.146 0.501
O -4.158 -2.179 1.010
N -5.357 -0.252 1.163
C -5.849 0.971 0.712
O -6.554 1.673 1.393
H -4.286 0.660 -2.322
H -3.325 -1.459 -2.534
H -3.191 -2.542 -1.142
H -5.603 -0.510 2.108
N -0.215 0.643 2.051
C -0.420 1.441 2.889
N -0.531 2.126 3.938
C -1.305 3.180 4.130
N -1.949 4.111 4.364
*
```

***

3.
Below is a molecular structure, C4H16O4, with properties calculated with ωB97M-V/def2-TZVPD.

Calculated values
HOMO energy, eV: -8.0
Orbital gap, eV: 7.81
Energy above the lowest of the compared OMol25 structures with the same formula, charge and spin, kcal/mol: 113.0

ORCA input file:
```
! RIJCOSX wB97M-V def2-TZVPD def2/J DEFGRID3
* xyz 0 1
O -1.462 -1.595 1.203
H -2.349 -1.886 1.415
H -0.899 -2.084 1.803
O -1.003 0.455 0.906
H -1.275 -0.419 0.626
H -0.733 0.341 1.817
C -0.222 2.461 -1.292
C -1.695 2.048 -1.184
O -1.994 2.083 0.190
H -0.038 3.428 -0.826
H -0.020 2.374 -2.360
H 0.384 1.695 -0.808
H -1.903 1.031 -1.516
H -2.343 2.683 -1.788
H -1.735 1.286 0.658
C 1.302 -0.820 0.192
C 1.971 -2.127 0.131
O 3.185 -1.844 -0.555
H 0.420 -0.808 0.834
H 1.151 -0.477 -0.831
H 1.962 -0.156 0.749
H 1.323 -2.868 -0.336
H 2.035 -2.485 1.159
H 3.937 -2.315 -0.188
*
```

***

4.
Below is 2 unconnected molecules or ions with the total composition CH6OP2, with properties calculated with ωB97M-V/def2-TZVPD.

Calculated values
HOMO energy (spin up / spin down), eV: -7.8 / -7.7
Orbital gap (spin up / spin down), eV: 7.62 / 7.19
Energy above the lowest of the compared OMol25 structures with the same formula, charge and spin, kcal/mol: 90.1

ORCA input file:
```
! RIJCOSX wB97M-V def2-TZVPD def2/J DEFGRID3
* xyz 0 1
C 0.709 0.337 0.344
O 0.872 1.456 -0.358
P -1.937 -0.041 -0.236
P 0.831 -1.309 -0.172
H 0.785 0.572 1.343
H 0.941 1.389 -1.307
H -1.484 0.377 -1.495
H -1.995 1.297 0.226
H 0.404 -1.870 0.979
H 2.265 -1.687 -0.056
*
```

***

5.
Below is 2 unconnected molecules or ions with the total composition C17H40BNO6P, with properties calculated with ωB97M-V/def2-TZVPD.

Calculated values
HOMO energy, eV: -4.7
Orbital gap, eV: 7.33

ORCA input file:
```
! RIJCOSX wB97M-V def2-TZVPD def2/J DEFGRID3
* xyz -1 1
C -3.272 -2.868 1.894
C -3.727 -3.661 0.636
C -3.312 -2.875 -0.595
O -3.953 -1.977 -0.951
O -2.209 -3.290 -1.226
C -1.008 -2.633 -0.722
C 0.195 -3.009 -1.595
B 1.440 -3.761 -0.843
O 2.512 -2.890 -0.315
C 2.054 -1.722 0.299
C 3.242 -1.069 1.015
C 4.387 -0.940 -0.006
C 2.869 0.270 1.634
C 2.765 1.408 0.606
C 1.621 0.194 2.522
P 0.857 -4.955 0.587
O 0.539 -4.298 1.880
O 2.113 -5.981 0.873
O -0.349 -5.979 0.125
H -3.428 -1.821 1.672
H -2.214 -3.056 2.045
H -3.871 -3.161 2.746
H -3.277 -4.648 0.625
H -4.803 -3.768 0.647
H -1.188 -1.560 -0.841
H -0.855 -2.800 0.344
H -0.179 -3.697 -2.349
H 0.532 -2.132 -2.144
H 1.969 -4.490 -1.669
H 1.239 -1.910 0.998
H 1.740 -0.998 -0.471
H 3.564 -1.795 1.758
H 5.009 -0.069 0.200
H 5.020 -1.815 0.061
H 4.011 -0.894 -1.021
H 3.691 0.539 2.299
H 2.105 2.200 0.945
H 2.508 1.065 -0.389
H 3.749 1.866 0.535
H 1.689 -0.699 3.138
H 1.645 1.048 3.196
H 0.713 0.203 1.932
H 1.761 -6.656 1.477
H -1.159 -5.617 0.518
C -2.128 2.174 -0.086
C -1.292 3.437 0.063
N -0.595 3.816 -1.152
C 0.410 4.842 -0.944
C -0.054 6.233 -0.493
C -1.423 3.975 -2.333
C -2.565 5.000 -2.280
H -1.519 1.342 -0.444
H -2.546 1.894 0.882
H -2.964 2.313 -0.773
H -0.543 3.248 0.838
H -1.937 4.247 0.442
H 1.002 4.949 -1.858
H 1.115 4.462 -0.196
H -0.506 6.793 -1.311
H 0.807 6.812 -0.150
H -0.763 6.185 0.334
H -1.856 3.001 -2.576
H -0.778 4.205 -3.185
H -3.126 4.948 -1.346
H -3.270 4.804 -3.093
H -2.206 6.020 -2.412
*
```

***

Which formula does entry 5 have?
C17H40BNO6P